(1)
The following is a DFT calculation (wB97M-V/def2-TZVPD) of the molecule C5H8N2.

## Properties
Multiplicity: 1
LUMO in eV: 0.77
SMILES: C/N=C/[C@@H](C)C#N
ΔE to the lowest compared entry with this formula, charge and spin in kcal per mole: 57.3

XYZ file:
```
15
C5H8N2 | OMol25 | wB97M-V/def2-TZVPD
C 1.9569 0.6205 1.7225
N 1.3306 0.1034 0.5257
C 0.0734 0.0470 0.4407
C -0.6187 -0.4228 -0.8645
C -2.1379 -0.2666 -0.8396
C 0.2983 -0.1645 -1.9579
N 1.2835 -0.3026 -2.5493
H 2.6329 1.4371 1.4461
H 2.5817 -0.1644 2.1625
H 1.2536 0.9835 2.4877
H -0.5779 0.4131 1.2624
H -0.4735 -1.4678 -1.3623
H -2.5453 -0.4714 -1.8292
H -2.5328 0.6923 -0.4895
H -2.5250 -1.0367 -0.1553
```

---

(2)
The following is a DFT calculation (wB97M-V/def2-TZVPD) of the ion C9H15ClN5 with charge +1.

## Properties
Multiplicity: 3
Charge: +1
LUMO (alpha / beta) in eV: -3.57 / -6.44

XYZ file:
```
30
C9H15ClN5 | OMol25 | wB97M-V/def2-TZVPD
C 0.4477 0.9895 0.1354
C 0.8597 -0.8341 0.1267
C 1.5235 1.7643 -0.0992
C 2.9956 0.0261 0.1397
C -1.3430 2.5924 0.0789
C -0.9049 -1.7611 1.3655
C 0.4223 -3.2802 -0.1347
C -1.0225 -1.5040 -1.2464
C -0.1397 -1.8629 0.0069
N 2.0723 -1.0365 0.2162
N 2.7933 1.2778 0.0280
N 1.5234 3.0752 -0.4367
N -2.6093 2.9076 0.2390
N -0.8903 1.3446 0.1300
Cl 4.6514 -0.3672 0.1023
H -0.6358 3.3674 0.1407
H -0.7161 -0.7860 1.7867
H -1.9852 -1.6849 1.1477
H -0.6627 -2.4411 2.2008
H 1.1166 -3.4027 0.6540
H -0.2994 -4.0590 -0.1371
H 0.9964 -3.3443 -0.9899
H -2.0446 -1.8468 -1.0641
H -0.9627 -0.4111 -1.5677
H -0.6672 -2.2211 -1.9834
H 0.8379 3.2967 -1.1658
H 2.4059 3.4921 -0.3830
H -2.9347 3.8271 0.3010
H -3.3768 2.2786 -0.0246
H -1.4511 0.6038 0.4331
```

---

(3)
The following is a DFT calculation (wB97M-V/def2-TZVPD) of the molecule C25H27N3O5.

## Properties
Multiplicity: 1
LUMO in eV: -0.04
SMILES: Cc1ccc(C(=O)C2=C(O)C(=O)N(CCCn3ccnc3)[C@@H]2c2ccc(OC(C)C)cc2)o1
ΔE to the lowest compared entry with this formula, charge and spin in kcal per mole: 41.5

XYZ file:
```
60
C25H27N3O5 | OMol25 | wB97M-V/def2-TZVPD
C 4.3930 -1.0556 4.7688
C 2.9247 -0.8990 4.9275
C 2.1718 -0.4663 5.9900
C 0.8322 -0.5157 5.5690
C 0.8521 -0.9895 4.2752
C -0.2558 -1.2257 3.3613
O -1.3803 -0.8070 3.5890
C 0.0434 -1.9905 2.1450
C 0.9401 -2.9657 1.8946
O 1.8746 -3.5499 2.6452
C 0.7478 -3.4680 0.5054
O 1.4225 -4.3502 -0.0005
N -0.2813 -2.7783 -0.0147
C -0.7469 -2.8632 -1.3765
C 0.4019 -2.7098 -2.3771
C -0.1138 -2.3169 -3.7647
N -0.5231 -0.9386 -3.7863
C 0.3169 0.1362 -3.8734
C -0.4701 1.2440 -3.7704
N -1.7687 0.8749 -3.6135
C -1.7660 -0.4296 -3.6229
C -0.8213 -1.8078 0.9204
C -0.7749 -0.4062 0.3615
C -1.9396 0.3088 0.1392
C -1.9070 1.5894 -0.3823
C -0.6883 2.1854 -0.6923
O -0.5180 3.4370 -1.1721
C -1.6372 4.3052 -1.3326
C -1.0837 5.7266 -1.2802
C -2.3626 4.0412 -2.6518
C 0.4872 1.4561 -0.4826
C 0.4431 0.1824 0.0368
O 2.1327 -1.2108 3.8949
H 4.7649 -0.3818 3.9976
H 4.8930 -0.8344 5.7065
H 4.6276 -2.0742 4.4639
H 2.5379 -0.1534 6.9464
H -0.0439 -0.2542 6.1255
H 2.2776 -4.2430 2.0883
H -1.4700 -2.0552 -1.5148
H -1.2498 -3.8246 -1.5349
H 0.9639 -3.6415 -2.4328
H 1.0766 -1.9281 -2.0212
H -0.9654 -2.9427 -4.0446
H 0.6793 -2.4552 -4.5052
H 1.3727 0.0214 -4.0073
H -0.1851 2.2753 -3.7970
H -2.6420 -1.0421 -3.5372
H -1.8625 -2.0569 1.1648
H -2.8941 -0.1337 0.3843
H -2.8394 2.1028 -0.5481
H -2.3267 4.1631 -0.4886
H -1.8896 6.4432 -1.4099
H -0.3523 5.8650 -2.0721
H -0.5971 5.9065 -0.3250
H -2.5541 2.9789 -2.7874
H -3.3051 4.5822 -2.6698
H -1.7502 4.3810 -3.4835
H 1.4273 1.9223 -0.7326
H 1.3611 -0.3637 0.2050
```

---

Which formula does entry 1 have?
C5H8N2